Record 1
Density functional theory data (ωB97M-V/def2-TZVPD) for a 14-piece molecular cluster, C33H74N18O32P overall.

For the orbital gap, the calculation gives 6.83 eV. The calculation puts the energy above the lowest of the compared OMol25 structures with the same formula, charge and spin at 131.0 kcal per mole. The energy is -5034.71703 Eh. Its charge is +1.

Each line ends with the Mulliken charge.
Atoms and positions in Å:
1 C 2.483 6.736 0.448  -0.972
2 C 2.512 5.329 -0.365  -0.228
3 C 2.693 4.095 0.637  -0.270
4 O 2.574 2.828 -0.069  -0.465
5 C 1.979 1.833 0.781  -0.374
6 N 0.529 2.172 0.730  0.436
7 C -0.125 0.924 1.156  -1.971
8 N -1.175 0.759 1.984  1.250
9 C -1.857 1.945 2.618  -0.779
10 O -2.147 2.991 1.641  -0.077
11 C -2.761 4.065 2.380  -0.024
12 C -2.028 5.000 3.366  -0.227
13 C -2.809 6.140 4.113  -0.593
14 C -4.332 6.292 3.830  -0.414
15 C -5.107 5.373 2.831  -0.731
16 C -4.296 4.274 2.111  -0.027
17 P -1.781 -0.867 2.414  0.597
18 O -2.580 -1.526 1.289  -0.633
19 O -0.457 -1.828 2.955  -0.462
20 O -2.846 -0.806 3.768  -0.333
21 N 0.662 -0.111 0.455  0.459
22 C 0.060 -0.642 -0.807  -0.945
23 C -0.390 0.514 -1.856  0.410
24 C -1.024 -0.078 -3.222  -0.526
25 N -2.121 0.885 -3.636  -0.674
26 C 2.129 0.267 0.425  1.704
27 C 2.722 -0.606 1.668  -0.043
28 C 3.472 -1.941 1.196  -0.379
29 O 3.013 -2.801 0.407  -0.478
30 C 2.927 0.174 -0.958  -0.701
31 C 4.520 0.457 -0.823  -0.587
32 N 5.004 1.538 -1.755  -0.618
33 H 1.455 6.924 0.935  0.224
34 H 3.328 6.811 1.222  0.252
35 H 2.646 7.579 -0.312  0.355
36 H 3.379 5.365 -1.119  0.299
37 H 1.502 5.198 -0.901  0.163
38 H 3.761 4.141 1.070  0.298
39 H 1.975 4.208 1.524  0.060
40 H 2.336 1.919 1.866  -0.091
41 H 0.180 2.596 -0.149  0.312
42 H -2.884 1.666 3.071  0.386
43 H -1.241 2.344 3.514  0.396
44 H -0.905 4.883 3.556  0.436
45 H -2.315 6.847 4.863  0.297
46 H -4.910 7.123 4.356  0.526
47 H -6.217 5.511 2.604  0.333
48 H -4.819 3.574 1.373  0.460
49 H 0.098 -1.204 3.502  0.337
50 H -2.300 -0.664 4.577  0.266
51 H 0.712 -1.443 -1.323  0.432
52 H -0.922 -1.197 -0.542  0.395
53 H -1.245 1.112 -1.349  0.015
54 H 0.437 1.267 -2.081  -0.050
55 H -1.419 -1.136 -3.078  0.385
56 H -0.211 -0.001 -4.040  0.261
57 H -1.764 1.832 -3.423  0.239
58 H -2.895 0.729 -2.966  0.295
59 H 3.386 0.028 2.372  0.496
60 H 1.818 -0.931 2.281  -0.088
61 H 4.552 -2.083 1.590  0.334
62 H 2.544 0.858 -1.786  0.127
63 H 2.824 -0.906 -1.343  0.622
64 H 5.086 -0.521 -1.010  0.319
65 H 4.735 0.777 0.264  0.184
66 H 5.289 1.108 -2.647  0.241
67 H 4.245 2.206 -1.945  0.246
68 C -2.564 -4.780 0.767  -0.809
69 N -3.066 -6.013 0.107  0.901
70 O -2.454 -6.411 -0.872  -0.518
71 O -4.056 -6.536 0.596  -0.514
72 H -1.685 -4.427 0.230  0.258
73 H -3.361 -4.039 0.731  0.343
74 H -2.309 -5.038 1.795  0.346
75 C -5.322 -2.483 5.939  -0.625
76 N -5.393 -1.344 6.893  0.893
77 O -4.956 -0.265 6.516  -0.496
78 O -5.883 -1.571 7.983  -0.519
79 H -4.865 -2.137 5.013  0.148
80 H -4.716 -3.261 6.402  0.314
81 H -6.340 -2.827 5.762  0.300
82 C -3.389 5.562 -4.065  -0.730
83 N -2.779 4.715 -3.007  0.833
84 O -1.769 4.092 -3.298  -0.547
85 O -3.333 4.704 -1.921  -0.476
86 H -2.793 5.474 -4.971  0.299
87 H -4.402 5.199 -4.232  0.301
88 H -3.392 6.589 -3.702  0.297
89 C 0.206 -8.326 -1.290  -0.737
90 N 1.571 -8.853 -1.548  0.875
91 O 2.044 -9.614 -0.721  -0.512
92 O 2.119 -8.482 -2.574  -0.527
93 H -0.157 -8.735 -0.349  0.307
94 H 0.279 -7.241 -1.235  0.271
95 H -0.430 -8.638 -2.117  0.312
96 C -5.669 -6.467 -2.371  -0.598
97 N -5.914 -5.606 -3.557  0.871
98 O -6.286 -4.461 -3.352  -0.530
99 O -5.723 -6.108 -4.651  -0.514
100 H -5.878 -5.892 -1.470  0.293
101 H -6.337 -7.324 -2.444  0.299
102 H -4.625 -6.776 -2.398  0.169
103 C 2.706 2.693 5.609  -0.904
104 N 2.203 1.458 4.954  0.921
105 O 2.809 1.051 3.973  -0.517
106 O 1.213 0.935 5.443  -0.576
107 H 3.582 3.045 5.069  0.364
108 H 1.908 3.431 5.570  0.279
109 H 2.962 2.439 6.637  0.351
110 C 3.298 -10.311 -5.432  -0.514
111 N 2.434 -10.673 -6.587  0.873
112 O 1.361 -10.097 -6.687  -0.529
113 O 2.863 -11.520 -7.352  -0.525
114 H 2.793 -9.550 -4.840  0.217
115 H 3.456 -11.214 -4.845  0.305
116 H 4.237 -9.929 -5.832  0.185
117 C 6.314 -1.901 -4.580  -0.783
118 N 5.677 -0.568 -4.741  0.963
119 O 6.257 0.395 -4.262  -0.623
120 O 4.617 -0.533 -5.344  -0.532
121 H 7.245 -1.781 -4.028  0.330
122 H 5.619 -2.534 -4.029  0.283
123 H 6.505 -2.297 -5.577  0.318
124 C 1.879 6.970 5.584  -0.780
125 N 2.565 5.811 4.955  0.740
126 O 3.742 5.643 5.222  -0.490
127 O 1.895 5.106 4.211  -0.361
128 H 2.591 7.501 6.213  0.325
129 H 1.519 7.613 4.781  0.273
130 H 1.054 6.580 6.179  0.310
131 C 5.189 0.234 -8.933  -0.599
132 N 6.547 -0.317 -9.183  0.875
133 O 7.004 -1.083 -8.347  -0.509
134 O 7.105 0.037 -10.206  -0.524
135 H 4.817 -0.166 -7.991  0.186
136 H 5.278 1.318 -8.883  0.283
137 H 4.552 -0.073 -9.762  0.294
138 C -5.460 6.771 7.705  -0.512
139 N -4.304 7.620 8.094  0.866
140 O -4.545 8.742 8.503  -0.507
141 O -3.192 7.127 7.974  -0.527
142 H -6.379 7.333 7.862  0.310
143 H -5.340 6.515 6.653  0.101
144 H -5.441 5.881 8.332  0.291
145 C -6.669 0.829 3.462  -0.686
146 N -7.299 2.167 3.313  0.888
147 O -6.709 3.124 3.790  -0.484
148 O -8.363 2.210 2.720  -0.548
149 H -5.732 0.938 4.005  0.201
150 H -7.364 0.198 4.016  0.330
151 H -6.491 0.437 2.461  0.303
152 C 5.228 -7.171 -8.036  -0.697
153 N 6.156 -7.164 -6.874  0.867
154 O 6.605 -6.086 -6.521  -0.514
155 O 6.400 -8.243 -6.358  -0.516
156 H 5.103 -6.150 -8.391  0.309
157 H 5.673 -7.797 -8.808  0.293
158 H 4.277 -7.580 -7.694  0.256

Record 2
Density functional theory data (ωB97M-V/def2-TZVPD) for C33H75B3O8 as an isolated structure.

For the orbital gap, the calculation gives 10.34 eV. The energy is -1978.98573 Eh.

Each line ends with the Mulliken charge.
Atoms and positions in Å:
1 C 5.353 -7.020 1.511  -0.039
2 C 5.012 -5.987 0.965  -0.955
3 C 4.724 -4.642 0.320  0.167
4 B 3.157 -4.326 0.193  0.523
5 O 2.566 -4.338 -1.103  -0.370
6 B 2.156 -2.976 -1.279  0.143
7 C 2.928 -2.101 -2.370  -0.355
8 C 4.295 -1.578 -1.757  -0.784
9 C 4.135 -0.899 -0.344  0.241
10 C 5.048 0.407 -0.345  -0.824
11 C 6.595 0.050 -0.309  -0.839
12 O 1.133 -2.534 -0.417  0.056
13 B 1.443 -2.893 0.932  0.169
14 C 0.802 -1.953 2.069  -0.865
15 C -0.519 -1.230 1.583  -0.505
16 C -1.750 -2.186 1.475  -0.401
17 C -3.125 -1.448 1.326  -0.570
18 C -4.159 -2.511 0.745  -0.794
19 C -5.626 -1.953 0.705  0.006
20 C -6.526 -3.029 -0.014  -0.815
21 C -8.067 -2.817 0.301  -0.321
22 C -8.875 -3.009 -1.035  -0.647
23 C -8.761 -1.742 -1.956  -0.955
24 O 2.294 -3.981 1.252  -0.556
25 H 5.909 -7.882 1.900  0.428
26 H 5.237 -3.790 0.835  0.176
27 H 5.127 -4.703 -0.725  0.210
28 H 3.219 -2.802 -3.199  0.067
29 H 2.327 -1.290 -2.844  0.306
30 H 4.807 -0.895 -2.484  0.592
31 H 5.010 -2.433 -1.625  0.090
32 H 4.552 -1.532 0.483  0.126
33 H 3.102 -0.530 -0.130  0.057
34 H 4.817 0.909 -1.321  0.386
35 H 4.836 1.068 0.530  0.256
36 H 6.775 -0.974 0.101  0.251
37 H 6.976 0.096 -1.353  0.241
38 H 7.134 0.788 0.334  0.197
39 H 0.521 -2.527 2.987  0.328
40 H 1.525 -1.150 2.382  0.315
41 H -0.369 -0.693 0.612  0.259
42 H -0.733 -0.417 2.332  0.421
43 H -1.581 -2.838 0.577  0.231
44 H -1.819 -2.816 2.396  0.284
45 H -3.560 -1.125 2.305  0.229
46 H -3.086 -0.572 0.635  0.320
47 H -3.828 -2.707 -0.307  0.307
48 H -4.070 -3.409 1.403  0.296
49 H -5.677 -1.025 0.085  0.160
50 H -6.061 -1.799 1.720  0.100
51 H -6.395 -2.980 -1.124  0.365
52 H -6.221 -4.040 0.354  0.303
53 H -8.180 -1.764 0.652  0.107
54 H -8.372 -3.535 1.094  0.368
55 H -8.552 -3.916 -1.596  0.305
56 H -9.959 -3.148 -0.781  0.333
57 H -9.065 -1.937 -3.014  0.322
58 H -7.680 -1.437 -1.958  0.238
59 H -9.350 -0.878 -1.560  0.277
60 C 10.319 2.126 -0.163  -1.084
61 C 10.878 0.976 -0.986  0.380
62 C 12.116 1.401 -1.761  -1.290
63 O 9.882 0.510 -1.895  -0.520
64 H 10.022 2.957 -0.809  0.314
65 H 9.427 1.810 0.380  0.175
66 H 11.055 2.491 0.557  0.396
67 H 11.126 0.140 -0.328  0.263
68 H 11.878 2.208 -2.460  0.343
69 H 12.501 0.569 -2.354  0.317
70 H 12.905 1.745 -1.088  0.368
71 H 9.653 1.240 -2.483  0.348
72 C 3.678 5.946 -0.808  -1.318
73 C 4.683 4.823 -1.009  0.396
74 C 5.082 4.193 0.316  -1.054
75 O 5.843 5.332 -1.665  -0.559
76 H 4.105 6.743 -0.191  0.321
77 H 3.408 6.395 -1.766  0.337
78 H 2.769 5.582 -0.324  0.356
79 H 4.255 4.060 -1.663  0.265
80 H 5.556 4.931 0.970  0.443
81 H 5.811 3.395 0.157  0.164
82 H 4.215 3.776 0.832  0.324
83 H 6.232 6.008 -1.097  0.346
84 C 0.527 -3.607 -5.002  -0.887
85 C 1.455 -3.008 -6.047  0.449
86 C 0.938 -3.260 -7.455  -1.432
87 O 2.758 -3.573 -5.909  -0.543
88 H 0.451 -4.692 -5.124  0.349
89 H 0.915 -3.429 -3.997  0.003
90 H -0.475 -3.179 -5.071  0.374
91 H 1.552 -1.933 -5.879  0.277
92 H 0.877 -4.333 -7.660  0.358
93 H 1.619 -2.833 -8.195  0.339
94 H -0.052 -2.822 -7.598  0.372
95 H 2.686 -4.524 -6.056  0.355
96 C -7.990 2.249 3.710  -1.234
97 C -7.542 0.797 3.659  0.429
98 C -6.479 0.509 4.709  -1.379
99 O -7.023 0.501 2.363  -0.465
100 H -7.152 2.923 3.508  0.192
101 H -8.745 2.445 2.946  0.335
102 H -8.410 2.499 4.687  0.418
103 H -8.401 0.141 3.818  0.296
104 H -5.590 1.124 4.540  0.316
105 H -6.159 -0.534 4.655  0.349
106 H -6.853 0.708 5.716  0.413
107 H -6.262 1.074 2.210  0.313
108 C -7.722 7.346 4.720  -1.406
109 C -7.234 6.179 3.875  0.518
110 C -6.009 6.562 3.059  -1.255
111 O -8.277 5.753 3.000  -0.530
112 H -8.011 8.189 4.086  0.350
113 H -8.606 7.060 5.293  0.343
114 H -6.949 7.682 5.415  0.365
115 H -6.993 5.333 4.523  0.273
116 H -6.241 7.380 2.370  0.324
117 H -5.675 5.719 2.451  0.318
118 H -5.185 6.875 3.705  0.373
119 H -8.500 6.492 2.422  0.337

Record 3
Density functional theory data (ωB97M-V/def2-TZVPD) for a 5-piece molecular cluster, C33H76BN2O4P overall.

For the orbital gap, the calculation gives 9.06 eV. As for the structure (SMILES): CCP(C)[C@]1(B(O)N(C)C)OC(=O)O[C@H]1CN.CCCCCC.CCCCCC.CCCCCC.CCCCCC. The energy is -2079.69615 Eh.

Each line ends with the Mulliken charge.
Atoms and positions in Å:
1 C 2.111 0.086 2.584  -0.945
2 C 1.993 -0.822 1.351  -0.716
3 P 1.177 -0.142 -0.184  -0.021
4 C -0.218 -1.307 -0.376  -1.260
5 C 0.411 1.502 0.324  0.324
6 B -0.609 1.626 1.574  1.138
7 O -1.063 2.883 1.941  -0.767
8 N -1.180 0.439 2.209  -0.070
9 C -1.567 0.625 3.610  -0.908
10 C -2.418 0.203 1.414  -1.224
11 O -0.438 1.877 -0.812  -0.424
12 C 0.195 2.801 -1.584  0.572
13 O -0.340 3.387 -2.491  -0.582
14 O 1.471 2.932 -1.195  -0.377
15 C 1.571 2.531 0.200  -0.233
16 C 1.547 3.778 1.065  0.275
17 N 2.826 4.504 1.110  -0.656
18 H 2.672 -0.436 3.367  0.579
19 H 2.664 1.009 2.383  0.212
20 H 1.135 0.321 3.011  0.039
21 H 1.489 -1.752 1.629  0.532
22 H 3.005 -1.096 1.032  0.403
23 H 0.230 -2.231 -0.755  0.385
24 H -0.725 -1.528 0.563  0.333
25 H -0.919 -0.935 -1.128  0.374
26 H -1.472 3.289 1.162  0.311
27 H -2.198 1.511 3.768  0.154
28 H -0.708 0.681 4.282  0.243
29 H -2.158 -0.244 3.924  0.358
30 H -2.214 0.374 0.352  0.452
31 H -2.749 -0.832 1.538  0.310
32 H -3.217 0.887 1.726  0.238
33 H 2.544 2.039 0.261  0.476
34 H 1.275 3.503 2.078  -0.473
35 H 0.773 4.457 0.695  0.283
36 H 3.396 4.113 1.853  0.297
37 H 3.349 4.353 0.253  0.299
38 C 2.749 7.769 5.711  -1.340
39 C 1.971 6.798 4.827  -0.132
40 C 0.765 6.171 5.525  -0.496
41 C 1.098 5.332 6.761  -0.843
42 C 2.075 4.185 6.508  -0.564
43 C 1.555 3.171 5.495  -0.456
44 H 3.164 7.273 6.590  0.292
45 H 3.580 8.214 5.163  0.397
46 H 2.104 8.580 6.057  0.305
47 H 2.643 6.017 4.461  0.123
48 H 1.621 7.325 3.937  0.388
49 H 0.217 5.558 4.802  0.115
50 H 0.076 6.967 5.824  0.407
51 H 0.165 4.921 7.160  0.370
52 H 1.503 5.976 7.546  0.331
53 H 2.273 3.677 7.456  0.396
54 H 3.036 4.579 6.169  0.296
55 H 0.606 2.742 5.825  0.299
56 H 2.264 2.351 5.357  0.403
57 H 1.389 3.633 4.524  -0.294
58 C -4.898 3.588 2.987  -0.704
59 C -6.421 3.547 3.042  -0.516
60 C -6.988 3.916 4.412  -0.805
61 C -6.561 2.989 5.552  -0.684
62 C -6.901 1.514 5.342  -0.233
63 C -8.397 1.245 5.214  -1.233
64 H -4.439 2.878 3.676  0.030
65 H -4.543 3.348 1.982  0.291
66 H -4.531 4.585 3.240  0.352
67 H -6.772 2.554 2.747  0.242
68 H -6.824 4.241 2.301  0.397
69 H -8.079 3.942 4.349  0.332
70 H -6.678 4.935 4.661  0.358
71 H -7.036 3.334 6.475  0.394
72 H -5.484 3.084 5.716  0.306
73 H -6.507 0.944 6.187  0.364
74 H -6.385 1.134 4.455  0.158
75 H -8.930 1.586 6.103  0.296
76 H -8.595 0.179 5.095  0.387
77 H -8.827 1.755 4.350  0.285
78 C 3.634 -4.129 -0.842  -0.927
79 C 4.362 -3.556 -2.056  -0.517
80 C 3.440 -2.803 -3.013  -0.333
81 C 2.330 -3.650 -3.638  -0.541
82 C 2.814 -4.869 -4.421  -0.376
83 C 3.697 -4.515 -5.614  -1.284
84 H 2.878 -4.859 -1.133  0.308
85 H 4.329 -4.629 -0.167  0.398
86 H 3.135 -3.334 -0.282  0.028
87 H 4.881 -4.360 -2.584  0.300
88 H 5.139 -2.869 -1.712  0.411
89 H 4.040 -2.346 -3.803  0.368
90 H 2.976 -1.971 -2.473  0.040
91 H 1.742 -3.011 -4.304  0.427
92 H 1.639 -3.983 -2.857  0.215
93 H 1.939 -5.421 -4.777  0.304
94 H 3.353 -5.552 -3.758  0.214
95 H 3.163 -3.864 -6.309  0.244
96 H 3.990 -5.416 -6.156  0.365
97 H 4.612 -4.007 -5.308  0.415
98 C 1.821 -5.031 -10.711  -1.137
99 C 0.822 -6.178 -10.585  -0.379
100 C -0.069 -6.076 -9.348  -0.870
101 C 0.681 -6.108 -8.015  -0.441
102 C 1.550 -7.344 -7.794  -0.061
103 C 0.757 -8.647 -7.770  -1.346
104 H 2.514 -5.005 -9.869  0.247
105 H 2.414 -5.128 -11.621  0.374
106 H 1.304 -4.070 -10.750  0.296
107 H 1.360 -7.131 -10.582  0.241
108 H 0.184 -6.195 -11.472  0.365
109 H -0.806 -6.883 -9.374  0.346
110 H -0.642 -5.145 -9.401  0.389
111 H -0.051 -6.041 -7.204  0.404
112 H 1.306 -5.214 -7.927  0.129
113 H 2.075 -7.229 -6.842  0.167
114 H 2.326 -7.401 -8.562  0.264
115 H -0.001 -8.625 -6.985  0.313
116 H 1.411 -9.499 -7.579  0.406
117 H 0.252 -8.830 -8.719  0.292

How do the records compare in maximum force? In the order shown, they have 5.38, 2.45, 1.47 eV/Å.